No. 1
An isolated ion of composition C7H13N4S and charge -1, computed with the ωB97M-V functional and the def2-TZVPD basis.

net charge = -1
orbital gap = 5.749 eV
molecular weight = 185.28 g mol⁻¹
E_HOMO = -0.08745 Ha
ΔE to the lowest compared entry with this formula, charge and spin = 44.5 kcal/mol

Each line ends with the Mulliken charge.
Cartesian coordinates (Å):
H: 5.124 0.810 0.447  0.26
H: -0.699 -1.998 0.567  0.28
H: -2.022 0.653 -2.788  0.29
N: 1.245 0.074 0.292  -0.26
C: -0.379 0.997 -1.095  -0.76
C: -1.015 -0.925 0.366  -0.61
C: -2.913 0.374 -0.744  -0.53
H: -3.002 1.027 0.146  0.32
H: -3.033 -1.611 0.267  0.34
C: -1.818 1.012 -1.669  -0.61
H: -2.236 2.033 -1.730  0.30
S: 2.935 -0.880 3.541  -0.65
H: -3.916 0.306 -1.343  0.26
C: -2.395 -1.025 -0.388  -0.77
H: 0.485 -1.115 -1.171  0.12
H: -2.362 -1.696 -1.287  0.34
C: 0.040 -0.285 -0.471  0.23
C: 4.629 0.321 1.248  -0.35
H: -1.092 -0.307 1.340  0.32
H: -0.377 1.756 -0.203  0.26
H: 0.340 1.393 -1.800  0.33
N: 2.552 -0.360 2.000  0.32
N: 1.349 -0.609 1.464  -0.22
N: 3.340 0.464 1.256  -0.48
H: 5.221 -0.410 1.754  0.27

No. 2
An isolated ion of composition C7H13N5O and charge +2, computed with the ωB97M-V functional and the def2-TZVPD basis.

net charge = +2
orbital gap = 10.299 eV
molecular weight = 183.22 g mol⁻¹
E_HOMO = -0.62313 Ha
ΔE to the lowest compared entry with this formula, charge and spin = 17.9 kcal/mol

Each line ends with the Mulliken charge.
Cartesian coordinates (Å):
H: -3.738 2.207 -0.304  0.37
N: -2.506 0.535 -0.306  0.09
H: -0.216 -3.047 0.495  0.32
C: -1.222 0.054 -0.578  -0.50
C: -1.171 -1.205 -0.075  0.02
H: -0.497 0.562 -1.173  0.72
C: -2.891 1.812 -0.802  -0.83
C: 1.134 -1.632 -0.105  0.52
H: 2.022 -3.356 0.844  0.28
H: 4.152 1.738 1.217  0.26
H: -2.548 -2.234 1.201  0.24
N: -2.365 -1.388 0.655  -0.13
H: 3.180 2.793 0.000  0.36
H: -4.171 -0.102 0.716  0.46
H: -2.009 2.483 -0.630  0.31
C: -3.173 -0.289 0.446  -0.07
H: 2.466 0.984 -1.643  0.46
H: -3.136 1.613 -1.884  0.33
C: 3.162 2.080 0.840  -0.62
H: 3.104 -2.334 0.115  0.28
N: 1.452 -0.603 -0.938  -0.44
N: -0.113 -2.102 0.048  -0.20
N: 2.096 -2.386 0.278  -0.38
C: 2.087 0.492 -0.674  0.19
H: 2.475 2.503 1.717  0.26
O: 2.426 0.824 0.538  -0.30

No. 3
C7H13NO as an isolated structure, computed with the ωB97M-V functional and the def2-TZVPD basis.

orbital gap = 10.094 eV
molecular weight = 127.19 g mol⁻¹
E_HOMO = -0.33761 Ha
ΔE to the lowest compared entry with this formula, charge and spin = 73.8 kcal/mol

Each line ends with the Mulliken charge.
Cartesian coordinates (Å):
C: -0.943 -1.453 0.112  -1.57
H: -1.604 0.569 1.812  0.37
C: -1.645 0.788 0.720  -1.61
C: 2.669 0.144 1.264  -0.55
H: -1.968 -1.553 0.535  0.33
C: 3.041 -0.221 -0.270  0.01
H: 4.030 -0.602 -0.434  0.41
H: -0.194 -1.924 0.757  0.28
H: 3.022 -0.633 1.911  0.28
H: -0.391 -0.219 -2.416  0.41
O: 1.280 0.117 1.308  -0.35
H: 0.874 1.500 -0.158  0.54
H: -1.126 1.260 -1.826  0.45
C: -0.684 0.039 -0.173  1.86
H: -0.860 -1.836 -0.835  0.46
H: -2.716 0.489 0.431  0.36
H: 3.177 1.020 1.751  0.26
C: -1.099 0.176 -1.722  -1.82
H: -2.015 -0.336 -1.966  0.44
N: 2.127 -0.129 -1.112  -0.60
C: 0.772 0.475 0.112  -0.35
H: -1.536 1.882 0.809  0.38

No. 4
A 2-piece molecular cluster, C7H13NO overall, computed with the ωB97M-V functional and the def2-TZVPD basis.

orbital gap = 9.101 eV
molecular weight = 127.19 g mol⁻¹
E_HOMO = -0.31474 Ha
ΔE to the lowest compared entry with this formula, charge and spin = 98.7 kcal/mol

Each line ends with the Mulliken charge.
Cartesian coordinates (Å):
H: -0.358 -2.081 0.734  0.39
H: -1.143 2.026 1.391  0.27
H: 2.040 -1.145 1.249  0.34
C: -1.066 0.999 1.715  -1.10
C: 1.873 0.067 -0.641  0.76
H: -1.584 -1.673 -1.346  0.35
H: 1.071 2.016 -0.457  0.19
N: 1.742 -0.918 -1.386  -0.67
C: 1.973 1.541 -0.834  -0.92
H: 2.144 1.814 -1.874  0.32
H: -2.069 -1.787 1.041  0.39
H: -1.500 0.832 2.688  0.27
C: -1.062 -1.438 1.263  -1.77
O: 1.915 -0.255 0.883  -0.59
C: -1.258 0.272 -0.581  -0.28
H: 2.799 1.926 -0.237  0.31
C: -1.662 -0.608 -1.501  -1.10
C: -0.812 -0.013 0.822  1.51
H: -1.280 1.325 -0.841  0.24
H: -1.710 -0.334 -2.544  0.34
H: 0.867 -1.042 -1.881  0.30
H: -0.919 -1.525 2.338  0.45

No. 5
An isolated molecule of C7H13NO, computed with the ωB97M-V functional and the def2-TZVPD basis.

orbital gap = 8.948 eV
molecular weight = 127.19 g mol⁻¹
E_HOMO = -0.30014 Ha
ΔE to the lowest compared entry with this formula, charge and spin = 136.7 kcal/mol

Each line ends with the Mulliken charge.
Cartesian coordinates (Å):
H: -0.658 -2.106 -0.499  0.27
H: -2.213 -1.875 0.625  0.32
H: -3.462 -0.779 0.099  0.06
C: -0.911 -0.135 0.139  0.50
N: 0.151 0.582 0.010  0.50
H: 2.109 0.837 -1.768  0.36
H: 3.073 -0.753 -1.104  0.33
H: 1.946 1.877 0.842  0.40
H: 3.470 0.735 0.860  0.32
C: 1.514 0.029 0.050  -0.02
H: 1.288 -0.831 0.637  0.31
H: 2.069 0.603 2.156  0.24
H: 1.350 -0.876 -1.742  0.27
H: -2.167 1.908 -0.550  0.44
C: -1.083 -1.616 0.344  -1.18
C: -3.467 0.214 -0.148  -0.65
C: -2.394 0.952 -0.215  -0.09
H: -4.541 0.492 -0.404  0.22
O: 0.075 1.823 -0.263  -0.73
C: 2.113 -0.163 -1.343  -1.10
C: 2.326 0.939 1.044  -1.13
H: -0.587 -1.857 1.229  0.38

No. 6
An isolated molecule of C7H13NO2S, computed with the ωB97M-V functional and the def2-TZVPD basis.

orbital gap = 10.544 eV
molecular weight = 175.25 g mol⁻¹
E_HOMO = -0.35643 Ha
ΔE to the lowest compared entry with this formula, charge and spin = 49.2 kcal/mol

Each line ends with the Mulliken charge.
Cartesian coordinates (Å):
H: 2.106 -2.656 -0.227  0.37
H: -0.462 -1.172 -2.939  0.32
H: -1.748 1.628 3.139  0.42
C: -1.306 1.525 2.141  -0.45
H: 1.806 -3.028 -1.935  0.36
H: -1.605 -0.611 1.947  0.39
H: 0.285 0.355 -2.526  0.36
C: 0.834 -1.262 -1.258  1.13
C: 0.467 -0.715 -2.600  -1.39
H: 0.598 3.049 1.264  0.24
H: 1.247 -0.908 -3.332  0.39
C: -1.887 0.310 1.446  -1.01
C: 0.163 -0.910 -0.170  -0.74
H: -1.530 2.423 1.543  0.34
H: 0.391 -1.260 0.819  0.40
H: -2.966 0.368 1.347  0.41
O: -0.773 1.517 -0.674  -0.62
H: 1.966 1.992 1.945  0.30
O: -2.249 -0.399 -1.081  -0.69
N: 0.109 1.329 2.313  -0.43
H: 2.897 -1.717 -1.502  0.34
S: -1.228 0.210 -0.264  1.27
C: 0.906 2.159 1.819  -0.27
C: 1.978 -2.227 -1.217  -1.45

No. 7
A 2-piece molecular cluster, C7H13NO7 overall, computed with the ωB97M-V functional and the def2-TZVPD basis.

orbital gap = 10.458 eV
molecular weight = 223.18 g mol⁻¹
E_HOMO = -0.37194 Ha
ΔE to the lowest compared entry with this formula, charge and spin = 2.7 kcal/mol

Each line ends with the Mulliken charge.
Cartesian coordinates (Å):
H: 1.630 -0.982 1.908  0.27
H: -1.215 -3.210 -1.305  0.33
O: 2.728 0.494 1.199  -0.63
O: -2.026 0.118 1.934  -0.79
H: -3.142 1.859 1.440  0.41
H: -3.266 3.894 -0.697  0.30
H: -0.668 1.160 2.870  0.34
C: 1.472 -0.158 1.127  0.00
H: 0.903 0.013 -1.059  0.08
H: 0.583 -2.562 0.603  0.41
H: 2.684 1.301 0.549  0.37
H: 0.174 1.473 0.722  0.29
N: -1.751 2.444 -0.515  -0.41
O: -1.034 -1.171 0.347  -0.27
C: -1.056 -0.204 1.243  0.57
O: 0.714 -3.413 -1.957  -0.55
H: 3.128 -0.795 -0.425  0.42
C: 0.185 -1.848 -0.070  -0.07
C: 0.249 0.659 1.399  0.15
C: 1.270 -0.793 -0.276  0.05
H: -1.526 2.487 -1.453  0.14
O: 2.459 -1.387 -0.755  -0.56
C: -2.898 2.934 -0.230  0.08
H: 1.418 -2.859 -1.885  0.38
O: -3.474 2.633 0.933  -0.47
O: 0.261 1.134 2.675  -0.57
C: -0.277 -2.597 -1.454  -0.62
H: -0.458 -1.896 -2.253  0.35

No. 8
C7H13NS as an isolated structure, computed with the ωB97M-V functional and the def2-TZVPD basis.

orbital gap = 9.364 eV
molecular weight = 143.26 g mol⁻¹
E_HOMO = -0.31612 Ha
ΔE to the lowest compared entry with this formula, charge and spin = 75.2 kcal/mol

Each line ends with the Mulliken charge.
Cartesian coordinates (Å):
S: -2.137 -0.478 -0.630  0.06
H: -0.094 1.380 -1.287  0.20
C: 1.021 1.098 -1.371  -1.05
H: 1.216 -1.240 2.603  0.20
H: -4.421 -0.302 -0.933  0.32
H: 1.835 -2.168 1.190  0.35
H: -3.685 1.315 -0.745  0.24
C: 0.682 -0.482 0.515  0.31
H: -3.894 0.399 0.747  0.29
H: -2.042 1.738 1.598  0.26
C: 2.871 -0.328 -0.636  -1.26
N: -1.155 1.093 1.472  -0.51
H: 3.564 0.389 -0.115  0.29
C: 0.917 -1.578 1.513  -1.22
C: -1.070 0.250 0.619  0.02
H: 3.018 -1.242 -0.107  0.30
H: 1.517 2.049 -1.107  0.28
H: 0.033 -2.160 1.454  0.33
H: 3.003 -0.760 -1.595  0.39
C: -3.700 0.235 -0.289  -0.85
H: 1.119 0.746 -2.445  0.30
C: 1.403 0.044 -0.452  0.75

No. 9
An isolated molecule of C7H13NSi, computed with the ωB97M-V functional and the def2-TZVPD basis.

orbital gap = 9.695 eV
molecular weight = 139.27 g mol⁻¹
E_HOMO = -0.32715 Ha
ΔE to the lowest compared entry with this formula, charge and spin = 72.7 kcal/mol

Each line ends with the Mulliken charge.
Cartesian coordinates (Å):
H: 2.301 -2.391 -1.693  -0.10
C: 0.979 -0.272 -0.602  -0.24
H: 1.977 0.089 -0.590  0.58
H: -2.026 0.351 0.929  0.34
H: -1.312 2.343 -0.363  0.32
H: 1.429 -1.315 1.328  0.34
C: -0.476 -2.426 -0.724  -0.37
H: -1.615 1.703 1.956  0.25
H: -0.979 0.544 -1.430  0.36
C: -1.162 0.914 1.300  -0.40
C: -0.078 0.064 1.828  -1.00
C: -0.567 1.778 0.249  -0.91
C: 0.579 -0.955 0.769  0.03
N: -0.385 -2.055 0.486  -0.56
H: 0.748 0.621 2.281  0.41
H: 0.099 2.428 0.644  0.46
Si: 0.872 -1.703 -1.893  0.25
H: -0.348 -0.634 2.604  0.39
H: -1.265 -3.108 -0.799  0.53
C: -0.041 0.871 -0.956  -0.90
H: 0.528 1.513 -1.591  0.36
H: 0.339 -1.705 -3.273  -0.14

No. 10
An isolated molecule of C7H13O, computed with the ωB97M-V functional and the def2-TZVPD basis.

orbital gap (alpha / beta) = 10.104 / 7.503 eV
expectation value of S² = 0.7562
molecular weight = 113.18 g mol⁻¹
E_HOMO (alpha / beta) = -0.33495 / -0.33537 Ha
ΔE to the lowest compared entry with this formula, charge and spin = 58.7 kcal/mol
multiplicity = 2

Each line ends with the Mulliken charge.
Cartesian coordinates (Å):
C: 0.179 -1.804 -0.754  -0.66
H: -0.212 -0.654 1.063  0.23
H: -0.598 0.610 -2.431  0.33
H: -0.585 3.481 1.384  0.34
O: 1.457 -3.442 0.471  -0.39
H: -0.559 -3.180 0.790  0.30
H: -1.341 1.978 2.021  0.26
H: -0.733 2.217 -1.497  0.24
C: 0.280 -3.249 0.078  -0.49
C: 0.406 1.729 0.629  -1.16
C: -0.871 2.471 1.141  -0.91
H: 0.827 -1.962 -1.690  0.34
H: 1.232 2.509 0.276  0.32
H: 1.475 -0.715 0.613  0.28
C: 0.477 -0.605 0.101  -0.19
C: 0.174 0.701 -0.391  0.67
H: 1.068 1.472 1.391  0.48
H: -1.552 2.784 0.256  0.24
C: -0.311 1.185 -1.549  -1.02
H: -0.001 -3.928 -0.620  0.40
H: -0.810 -1.598 -1.282  0.35

No. 11
A 2-piece molecular cluster, C7H13O overall, computed with the ωB97M-V functional and the def2-TZVPD basis.

orbital gap (alpha / beta) = 4.666 / 4.704 eV
expectation value of S² = 0.7676
molecular weight = 113.18 g mol⁻¹
E_HOMO (alpha / beta) = -0.27063 / -0.27305 Ha
ΔE to the lowest compared entry with this formula, charge and spin = 177.8 kcal/mol
multiplicity = 2

Each line ends with the Mulliken charge.
Cartesian coordinates (Å):
H: 3.370 1.015 -0.952  0.28
H: -1.924 -1.094 -1.466  0.35
H: -0.111 -2.021 -0.636  -0.67
C: 3.118 0.284 -0.172  -1.04
C: 0.394 0.939 1.260  -1.37
H: -3.382 0.739 -0.974  0.31
H: -0.282 0.515 2.002  0.40
O: -3.166 -0.296 0.753  -0.69
H: -0.919 -1.435 0.940  0.56
C: -2.641 0.490 -0.195  -0.34
C: 1.819 -0.433 -0.428  -0.13
H: 1.299 1.427 1.610  0.38
H: 3.973 -0.396 -0.128  0.34
H: -2.315 1.510 0.174  0.14
H: -0.151 1.752 0.777  0.23
H: 3.066 0.838 0.762  0.27
H: 0.000 -2.654 -1.214  0.50
C: 0.725 -0.165 0.288  0.78
C: -1.473 -0.293 -0.850  -0.57
H: -0.899 0.307 -1.563  0.39
C: -0.500 -1.029 0.013  -0.12

No. 12
An isolated molecule of C7H13OP, computed with the ωB97M-V functional and the def2-TZVPD basis.

orbital gap = 10.471 eV
molecular weight = 144.15 g mol⁻¹
E_HOMO = -0.35257 Ha
ΔE to the lowest compared entry with this formula, charge and spin = 23.5 kcal/mol

Each line ends with the Mulliken charge.
Cartesian coordinates (Å):
H: -0.078 2.365 0.956  0.30
H: 0.076 -0.932 2.944  0.42
H: -2.300 1.833 -1.139  0.21
H: 0.472 -2.879 1.512  0.44
H: -1.505 -0.444 2.049  0.27
O: -1.359 -0.449 -1.136  -0.74
C: -0.677 1.920 0.091  -0.30
C: 1.258 0.445 -1.557  -0.39
C: -0.347 -0.271 2.116  -1.30
H: 0.623 -1.039 -2.893  0.28
H: -0.096 0.793 2.474  0.32
H: -2.053 3.455 -0.232  0.33
C: 1.288 -0.173 -2.726  -0.63
H: 2.065 1.043 -1.155  0.37
H: -0.689 -2.519 0.386  0.38
C: -1.748 2.463 -0.377  -0.67
H: 1.482 -0.495 0.917  0.35
C: 0.245 -2.208 0.723  -1.51
H: 2.209 -0.053 -3.294  0.29
P: -0.277 0.225 -0.470  0.79
C: 0.437 -0.738 0.926  0.46
H: 0.974 -2.341 -0.117  0.33